1.
C5H14NO | wB97M-V/def2-TZVPD

Structure (XYZ):
```
21
Properties=species:S:1:pos:R:3:forces:R:3
C 0.386 -1.629 -0.165 -0.3 0.4 -0.5
C -0.076 -0.625 0.912 0.9 -0.8 -1.1
C -0.637 0.656 0.321 -0.1 0.0 0.9
C -1.950 0.811 0.165 -0.7 -0.3 0.3
C -2.803 2.026 0.375 0.6 0.4 0.4
N 1.025 -0.878 -1.308 -0.3 0.4 0.1
H 1.091 -2.412 0.094 0.0 0.1 0.5
H -0.510 -2.086 -0.582 0.1 -0.2 -0.1
H -0.787 -1.181 1.510 -0.3 0.2 0.2
H 0.766 -0.381 1.552 0.1 0.1 0.2
H 0.052 1.496 0.340 -0.2 0.2 0.1
H -2.553 -0.097 0.128 0.2 -0.1 0.1
H -3.363 2.412 -0.470 0.0 -0.1 -0.2
H -3.503 1.740 1.164 -0.2 -0.1 -0.2
H -2.226 2.820 0.854 0.1 0.1 -0.5
H 0.387 -0.111 -1.560 0.0 -0.2 -0.1
H 1.916 -0.424 -1.029 0.1 -0.4 0.1
H 1.171 -1.487 -2.111 0.1 0.1 0.0
H 4.401 -0.364 -0.627 -0.1 0.1 -0.1
H 3.684 -0.102 0.692 -0.1 0.1 0.0
O 3.527 -0.186 -0.256 0.2 -0.1 0.1
```
Forces are in eV/Å.

Frontier orbital gap   10.05 eV
Largest force on an atom   1.61 eV/A
Net charge   +1

***

2.
C6H37NO11 | wB97M-V/def2-TZVPD

Structure (XYZ):
```
55
Properties=species:S:1:pos:R:3:forces:R:3
C 2.300 -2.260 -0.660 -1.2 -2.4 -0.2
C 0.785 -2.021 -0.366 1.6 1.5 -0.8
C 0.788 -0.715 0.369 -1.3 2.5 2.2
N -0.509 0.044 0.363 0.2 0.3 0.3
C -0.744 1.093 1.413 1.3 0.7 -2.5
C -1.190 2.316 0.620 -0.6 3.4 1.4
C -2.657 2.293 0.221 0.2 -0.8 -0.6
H 2.347 -3.028 -1.456 0.3 0.4 0.2
H 2.830 -1.380 -0.985 0.1 0.3 0.2
H 2.723 -2.774 0.214 0.4 0.6 -0.2
H 0.280 -1.850 -1.320 -0.4 -0.5 0.2
H 0.339 -2.812 0.245 -0.1 0.0 -0.5
H 1.438 0.109 -0.016 0.4 -1.5 -0.1
H 1.041 -0.893 1.448 0.0 0.6 -1.3
H -1.327 -0.501 0.164 -0.1 -0.5 0.8
H 0.203 1.454 1.859 -0.3 -1.0 0.2
H -1.476 0.825 2.167 0.8 -0.1 0.0
H -1.089 3.300 1.201 -0.2 -1.4 0.3
H -0.512 2.679 -0.154 0.1 -1.0 -0.5
H -3.154 1.760 1.038 -0.5 0.3 -0.3
H -2.813 1.716 -0.704 -0.1 0.1 0.3
H -3.098 3.280 0.069 0.1 -0.1 0.1
O 0.724 3.692 -2.979 0.2 -0.8 0.3
H 0.514 2.969 -2.356 -0.3 0.6 -0.2
H 1.319 3.159 -3.523 0.0 0.5 -0.4
O 0.864 -2.311 2.910 -1.2 -0.8 0.9
H 1.376 -2.349 2.108 0.7 0.3 0.3
H 1.158 -1.642 3.538 0.5 -0.1 -0.6
O -1.852 -0.966 -2.217 -0.1 0.1 -0.4
H -1.639 -0.324 -1.533 -0.1 0.0 -0.1
H -2.315 -1.719 -1.789 0.4 0.1 0.0
O -2.861 -3.244 -1.211 -0.3 -0.2 -0.2
H -2.793 -3.265 -0.245 0.0 0.3 0.1
H -3.793 -3.076 -1.393 0.0 -0.2 0.1
O 0.637 1.023 -2.151 -0.2 0.6 0.7
H 0.603 0.327 -2.849 -0.6 0.4 0.3
H -0.050 0.978 -1.428 0.8 -0.8 -0.8
O 2.967 2.131 1.193 0.3 0.9 0.4
H 2.200 1.572 1.073 0.0 -0.1 -0.6
H 3.365 2.340 0.333 -0.5 -0.5 -0.1
O 3.201 1.556 -1.400 -0.7 0.0 -1.2
H 2.256 1.487 -1.714 0.5 -0.1 0.7
H 3.639 1.561 -2.263 0.4 0.1 0.4
O 0.374 -0.805 -4.101 0.0 -0.1 0.2
H 0.486 -1.390 -3.339 -0.1 -0.3 -0.3
H -0.591 -0.728 -4.146 0.0 0.0 0.0
O -2.326 -2.100 1.270 0.4 -0.9 1.8
H -1.453 -2.385 1.605 0.1 0.1 -0.7
H -2.724 -2.010 2.172 -0.3 0.5 -1.2
O -3.092 -0.254 3.016 -0.5 -1.1 0.8
H -3.808 -0.177 3.663 0.3 0.5 -0.4
H -2.859 0.580 2.618 -0.7 0.4 0.2
O 3.501 0.566 3.169 -0.2 0.0 -0.1
H 2.937 0.973 3.840 0.3 0.1 -0.3
H 3.528 1.198 2.398 -0.1 -0.4 0.9
```
Forces are in eV/Å.

Frontier orbital gap   9.23 eV
Largest force on an atom   3.70 eV/A
Net charge   0

***

3.
C8H12NO5 | wB97M-V/def2-TZVPD

Structure (XYZ):
```
26
Properties=species:S:1:pos:R:3:forces:R:3
C -1.571 0.876 -1.682 -0.8 0.1 -2.2
C 1.900 -1.248 -0.563 0.4 -2.3 0.9
C 2.376 0.178 -0.186 -0.2 -2.7 -1.1
C 1.153 0.717 0.525 -2.1 0.3 0.4
C -0.067 0.073 -0.321 2.4 -0.8 2.0
C 1.018 2.235 0.661 2.8 0.6 -0.1
C -1.962 -1.458 0.837 -1.6 1.9 1.3
C -1.427 -0.049 0.437 -0.5 -0.7 -0.4
N -0.371 0.721 -1.513 0.8 1.8 -1.8
O 2.500 -2.321 -0.581 -2.1 3.7 -0.2
O 0.489 -1.168 -0.704 0.1 -1.5 0.0
O 3.591 0.094 0.443 0.4 2.4 0.0
O -2.660 -1.952 -0.260 0.9 -3.0 -1.5
O -2.418 0.395 -0.701 -0.5 -1.7 2.7
H -2.196 1.161 -2.520 0.6 0.5 -0.3
H 2.484 0.624 -1.182 0.2 0.6 0.3
H 1.008 0.237 1.549 0.6 0.5 -1.1
H 0.864 2.838 -0.303 0.5 -1.1 1.3
H 1.991 2.595 1.237 -2.1 -0.4 -1.4
H 0.204 2.400 1.314 -1.0 0.6 0.7
H -1.147 -2.054 1.173 0.6 -0.6 0.2
H -2.804 -1.432 1.572 1.4 0.7 0.4
H -1.552 0.715 1.197 0.0 0.0 0.0
H 3.814 -0.719 0.865 -0.3 -1.2 0.3
H -2.399 -2.927 -0.322 -0.8 1.9 -0.6
H -2.816 -0.533 -0.972 0.2 0.4 0.2
```
Forces are in eV/Å.

Frontier orbital gap   10.53 eV
Largest force on an atom   4.28 eV/A
Net charge   +1

***

4.
CH7ClOSi2 | wB97M-V/def2-TZVPD

Structure (XYZ):
```
12
Properties=species:S:1:pos:R:3:forces:R:3
C 0.896 1.742 -0.185 0.7 1.0 -1.2
Si 1.248 -0.034 0.222 -4.2 -1.0 -2.4
Cl 2.850 -0.839 -0.735 -0.2 0.1 0.0
O -0.280 -1.010 -0.308 2.9 2.4 1.1
Si -1.849 -1.386 0.094 2.2 -2.7 -0.8
H 0.430 1.787 -1.162 0.3 -0.3 -0.7
H 0.165 2.328 0.324 -0.9 -0.4 1.4
H 1.706 2.503 -0.206 0.2 -1.0 -0.1
H 1.341 -0.156 1.589 0.4 -0.6 2.1
H -2.165 -2.415 -1.079 -0.2 1.2 1.2
H -1.632 -2.320 1.371 -0.9 1.3 -0.9
H -2.710 -0.201 0.076 -0.3 0.0 0.4
```
Forces are in eV/Å.

Frontier orbital gap   11.04 eV
Largest force on an atom   4.91 eV/A
Net charge   0

***

Per-record highest occupied orbital energy, eV: -13.12, -9.17, -13.97, -10.28
Per-record energy above the lowest of the compared OMol25 structures with the same formula, charge and spin, kcal/mol: 28.00, 81.50, 0.00, 20.12